(1)
Molecular formula: C26H47BeF18N2O6PS
Method: DFT, ωB97M-V with the def2-TZVPD basis set

Results
DFT total energy ... -4130.6397 a.u.
HOMO-LUMO gap ... 0.83 eV
HOMO energy ... -7.201 eV

The geometry in ORCA input format:
```
! wB97M-V def2-TZVPD RIJCOSX def2/J DEFGRID3
* xyz 0 1
C -1.2351 -4.5385 2.7362
C -1.9511 -4.4639 1.2502
C -2.8891 -3.0853 1.2312
C -3.0795 -2.4933 -0.3217
C -4.6464 -2.0479 -0.5294
C -1.9883 -1.2801 -0.4702
C -2.2059 -0.1480 -1.6748
O -3.3322 0.4874 -2.0338
N -0.9435 0.1706 -2.5036
C -0.1474 -1.1166 -2.4177
C 1.3679 -1.2007 -3.0282
C 2.4826 -0.2586 -2.2861
C 3.9718 -1.0093 -2.4187
C 4.5475 -1.2484 -0.9067
C 5.6746 -2.4810 -0.8047
F 6.9963 -1.7594 -0.9555
F 5.6187 -3.4226 -1.9450
C 5.7179 -3.1567 0.6793
F 5.5761 -2.0183 1.6630
F 7.1232 -3.6671 0.8903
S 4.5656 -4.5794 0.9955
F 5.5920 -5.0775 2.3104
F 3.7324 -3.5630 2.1468
F 3.4002 -4.0938 -0.1552
F 5.3663 -5.6574 -0.0650
F 3.5198 -5.8700 1.4305
C -0.4894 -1.7899 -0.9506
C 0.6988 -1.9870 0.1574
C 0.7845 -0.8389 1.3193
C 0.4444 0.6870 0.8362
C 1.3593 1.7218 1.7734
N 1.2975 1.2822 3.2192
C 2.6366 0.9106 3.7779
C 0.4689 2.1856 4.0812
C -1.0437 2.5814 3.4841
O 0.7536 2.6901 5.2799
H -0.3291 -3.7731 2.7617
H -2.0097 -4.1607 3.5310
H -0.9178 -5.6275 3.0470
H -1.1784 -4.4793 0.3566
H -2.6148 -5.4364 1.1415
H -3.9246 -3.4104 1.6877
H -2.3321 -2.2935 1.9287
H -2.8495 -3.4178 -1.0272
H -4.8651 -0.9091 -0.3652
H -4.9622 -2.4044 -1.6242
H -5.3466 -2.6749 0.2063
H -2.0695 -0.6502 0.5168
H -0.4819 1.0562 -2.2022
H -0.7435 -1.8435 -3.1541
H 1.3607 -0.9623 -4.1960
H 1.6928 -2.3475 -2.9607
H 2.5730 0.8010 -2.8255
H 2.3191 -0.1119 -1.1367
H 4.6729 -0.2792 -3.0070
H 3.8375 -1.9724 -3.0687
H 5.0339 -0.2190 -0.5474
H 3.7399 -1.5106 -0.0955
H -0.7359 -2.9132 -1.2726
H 0.4579 -3.0110 0.7225
H 1.6955 -2.1838 -0.4299
H 1.9155 -0.8331 1.7016
H 0.1464 -1.0943 2.2955
H -0.6951 0.9469 1.0794
H 0.5799 0.8984 -0.3061
H 0.9892 2.8363 1.5907
H 2.4478 1.6793 1.2996
H 2.8642 1.2395 4.8727
H 3.5677 1.2541 3.1211
H 2.6930 -0.2820 3.7755
H -1.5919 3.2756 4.2831
H -0.9448 3.2560 2.5081
H -1.7291 1.6397 3.3295
O 2.6390 -2.1964 5.1957
H 3.0467 -2.7738 5.8903
H 1.7267 -1.9081 5.4541
H 2.6412 -2.6395 4.3093
C -5.3296 3.4133 -4.2917
C -4.9996 3.3160 -2.8150
O -5.0563 4.5666 -2.1371
C -6.3495 5.0834 -1.7150
O -7.0132 4.1714 -1.0094
C -7.1945 5.7162 -2.8887
F -6.3875 6.3844 -3.7631
F -8.0777 6.6482 -2.4259
F -7.9116 4.8331 -3.6250
H -4.9036 4.3175 -4.7367
H -4.9459 2.5388 -4.8251
H -6.4076 3.4343 -4.4535
H -3.9549 2.9933 -2.7353
H -5.5905 2.5378 -2.3200
H -6.0330 5.9869 -1.1715
O 9.0347 0.5234 -1.7770
H 8.2551 0.0101 -1.6674
Be -8.4667 7.6447 -0.5526
F 0.0028 5.6590 -1.3272
P 1.3238 5.0645 -0.7531
F 1.3315 6.5728 -0.3613
F 1.6348 4.5255 -2.1815
F 1.5588 4.7315 0.7508
F 2.8710 5.1576 -0.9147
F 0.5458 3.7416 -0.4852
*
```


(2)
Molecular formula: C26H47ClN4O8S2
Method: DFT, ωB97M-V with the def2-TZVPD basis set

Results
DFT total energy ... -3096.0197 a.u.
SMILES ... CCCc1cc2nsnc2c(CCCS(=O)(=O)O)c1CC(=O)Cl.COCCNCCOC.COCCNCCOC
HOMO-LUMO gap ... 6.97 eV
HOMO energy ... -8.596 eV

The geometry in ORCA input format:
```
! wB97M-V def2-TZVPD RIJCOSX def2/J DEFGRID3
* xyz 0 1
C 3.3265 -0.3318 3.0231
C 3.7441 0.5711 1.7570
C 2.6904 0.4602 0.5080
C 1.2919 1.0387 1.0534
C 1.2419 2.5989 1.2429
C -0.0242 3.3450 1.8074
N -0.1647 4.7607 2.0547
S -1.7775 4.8071 2.6848
N -2.2607 3.1741 2.6908
C -1.2066 2.3466 2.1457
C -1.2716 0.7980 1.9713
C -2.4753 -0.1733 2.3404
C -3.8331 0.5239 2.8163
C -4.6993 1.2134 1.6550
S -5.4706 -0.0309 0.4929
O -6.4839 0.7242 -0.3527
O -4.4549 -0.6466 -0.4333
O -6.3675 -1.1750 1.3684
C 0.0294 0.1170 1.3970
C 0.1630 -1.4648 1.1695
C 0.3705 -1.8635 -0.3946
O 0.9883 -2.9105 -0.7263
Cl -0.2558 -0.7600 -1.7036
H 3.5828 0.1859 4.0255
H 2.2099 -0.5890 3.0758
H 3.8778 -1.3496 2.9385
H 3.7538 1.6811 2.0885
H 4.8170 0.2802 1.4453
H 2.6620 -0.6460 0.2243
H 3.0942 1.1518 -0.3060
H 2.1664 3.2276 0.9583
H -2.1270 -0.8838 3.1771
H -2.6778 -0.8505 1.4190
H -4.5055 -0.2965 3.2877
H -3.5883 1.2451 3.6853
H -5.5987 1.7246 2.1819
H -4.1384 2.0529 1.1170
H -6.0498 -2.0689 1.0911
H 1.0172 -1.9026 1.8198
H -0.7822 -2.0500 1.5017
C 0.3769 -6.6116 1.5365
O -0.8130 -6.1403 0.9233
C -0.5766 -5.4925 -0.3304
C -1.1838 -6.3098 -1.4719
N -0.4389 -7.5515 -1.6843
C -1.1071 -8.4889 -2.5904
C -2.4448 -9.0849 -2.1241
O -2.3278 -9.9535 -1.0019
C -2.3736 -9.3007 0.2582
H 0.1218 -6.9802 2.5320
H 0.8084 -7.4372 0.9640
H 1.1092 -5.8051 1.6413
H 0.4871 -5.2970 -0.5010
H -1.0865 -4.5256 -0.2853
H -1.1629 -5.7150 -2.3907
H -2.2284 -6.5153 -1.2154
H -0.3067 -8.0131 -0.7900
H -0.4089 -9.3169 -2.7514
H -1.2482 -8.0045 -3.5632
H -2.8205 -9.7086 -2.9419
H -3.2114 -8.3215 -1.9537
H -3.0027 -8.4062 0.2425
H -1.3650 -9.0526 0.5927
H -2.7931 -10.0020 0.9851
C 2.4875 7.6524 -4.6681
O 2.5200 8.3822 -3.4511
C 1.2385 8.4840 -2.8261
C 1.2283 7.7083 -1.5078
N 1.2798 6.2655 -1.7459
C 1.5192 5.4790 -0.5327
C 2.8774 5.6604 0.1642
O 3.9832 5.1827 -0.5961
C 4.5201 6.1238 -1.5145
H 3.4723 7.7258 -5.1333
H 2.2724 6.5965 -4.4824
H 1.7462 8.0707 -5.3557
H 0.4282 8.1576 -3.4880
H 1.0789 9.5444 -2.6071
H 0.3148 7.9500 -0.9551
H 2.0887 8.0421 -0.9185
H 2.0250 6.0673 -2.4062
H 1.4270 4.4267 -0.8214
H 0.7166 5.6777 0.1855
H 2.8571 5.0478 1.0716
H 3.0454 6.6885 0.5018
H 4.4228 7.1541 -1.1612
H 4.0497 6.0091 -2.4922
H 5.5841 5.9031 -1.6385
*
```


(3)
Molecular formula: C26H48BCl16F3IO9P2S2
Method: DFT, ωB97M-V with the def2-TZVPD basis set

Results
DFT total energy ... -11160.7394 a.u.
HOMO-LUMO gap ... 6.78 eV
HOMO energy ... -4.827 eV
Energy relative to the best compared isomer or geometry (same formula, charge and spin) ... 716.7 kJ/mol

The geometry in ORCA input format:
```
! wB97M-V def2-TZVPD RIJCOSX def2/J DEFGRID3
* xyz -1 1
C 3.1080 2.3659 -3.9930
C 1.6433 1.9872 -3.9142
P 1.4144 1.2062 -2.2706
C 2.2467 -0.4070 -2.4251
C -0.4074 0.8129 -2.0010
C -0.9308 -0.2499 -3.0411
O -1.9579 -0.8769 -2.6566
O -0.2776 -0.2946 -4.1034
O -0.4424 0.0734 -0.7336
S -0.5859 0.9263 0.5998
O 0.1548 0.2072 1.6087
O 0.2036 2.3820 0.4002
C -0.7670 3.4028 0.0375
P -2.3975 2.9508 0.9908
O -3.6474 3.9979 0.7756
I -1.6693 3.4555 3.2901
C -0.8410 3.3475 -1.5005
S -1.7071 4.7845 -2.1421
O -1.1290 5.2151 -3.3778
O -3.1299 4.6099 -2.0789
C -1.2962 6.1998 -0.9838
F 0.0022 6.2364 -0.6838
F -2.0194 6.1943 0.1299
F -1.5969 7.3013 -1.6712
C -1.3777 2.0233 -2.1017
B -1.8999 2.0872 -3.6270
C -3.3228 1.5370 -4.0087
O -1.1231 2.6590 -4.5739
H 3.2824 3.1046 -4.7670
H 3.3713 2.8266 -3.0606
H 3.7500 1.5025 -4.1146
H 1.0944 2.9179 -3.8949
H 1.3367 1.3423 -4.7233
H 1.5337 -1.2153 -2.5222
H 2.8396 -0.4163 -3.3269
H 2.8765 -0.5950 -1.5667
H -0.3524 4.3272 0.4053
H -3.8175 4.5676 1.5430
H 0.1735 3.5118 -1.8443
H -2.2749 1.7601 -1.5504
H -3.2552 0.6278 -4.5908
H -3.8167 2.3124 -4.5916
H -3.9404 1.3890 -3.1358
H -1.5827 2.6406 -5.4263
Cl 5.2724 2.0743 -1.2801
C 6.9818 1.6529 -1.5192
C 7.1444 0.7355 -2.6995
Cl 6.3477 -0.8194 -2.3592
H 7.3340 1.1841 -0.6032
H 7.5464 2.5715 -1.6750
H 8.2018 0.5495 -2.8859
H 6.6993 1.1492 -3.6013
Cl -0.3246 3.6478 6.6378
C -1.2108 2.1482 7.0270
C -2.2489 2.3576 8.0953
Cl -1.5245 2.7044 9.6909
H -0.4814 1.3978 7.3198
H -1.6966 1.8198 6.1080
H -2.8417 1.4510 8.2059
H -2.9104 3.1827 7.8463
Cl -0.4686 1.3478 5.1895
C 0.2471 0.7337 3.6640
C -0.5390 -0.4204 3.1067
Cl -0.4333 -1.8843 4.1360
H 1.2797 0.4657 3.8689
H 0.2335 1.5490 2.9456
H -0.1546 -0.6899 2.1271
H -1.5908 -0.1676 3.0072
Cl -1.5757 -2.6011 0.8094
C -2.1722 -4.0727 1.6091
C -2.2737 -5.2407 0.6657
Cl -3.5399 -5.0384 -0.5702
H -3.1330 -3.8297 2.0600
H -1.4650 -4.3079 2.4038
H -2.5142 -6.1497 1.2158
H -1.3304 -5.3844 0.1442
Cl 4.5870 -3.0593 -1.2698
C 4.7888 -3.5590 0.4250
C 3.4731 -3.9107 1.0675
Cl 2.4330 -2.4746 1.2223
H 5.2681 -2.7370 0.9510
H 5.4552 -4.4205 0.4392
H 3.6442 -4.3047 2.0686
H 2.9302 -4.6531 0.4879
Cl -7.0736 -6.8463 -0.3228
C -7.6942 -6.6080 1.3288
C -7.2272 -5.3116 1.9358
Cl -5.4749 -5.3105 2.2593
H -7.3801 -7.4584 1.9285
H -8.7812 -6.6049 1.2658
H -7.7282 -5.1568 2.8899
H -7.4409 -4.4663 1.2870
Cl 8.4635 -3.4754 -3.9616
C 7.5918 -3.3110 -5.5044
C 8.3020 -2.3929 -6.4639
Cl 8.2923 -0.6956 -5.9159
H 6.5894 -2.9541 -5.2800
H 7.5200 -4.3056 -5.9414
H 7.7994 -2.4172 -7.4292
H 9.3387 -2.6897 -6.5992
Cl -4.2958 2.3356 4.8183
C -4.7167 0.7665 5.5483
C -4.7012 -0.3568 4.5448
Cl -6.0241 -0.2194 3.3565
H -5.6921 0.8653 6.0176
H -3.9732 0.5684 6.3190
H -4.8349 -1.3062 5.0606
H -3.7622 -0.3853 3.9984
*
```


Question: The lowest HOMO-LUMO gap belongs to which entry?
Answer: C26H47BeF18N2O6PS


Question: Among the records above, which one has the highest HOMO-LUMO gap?
Answer: C26H47ClN4O8S2